[1]
{"formula": "C2H2CoF2LiO", "method": "ωB97M-V with the def2-TZVPD basis set", "multiplicity": 5, "total_charge": 2, "orbital_gap_ha": [0.4068, 0.3346], "homo_ev": [-19.7153, -20.7081], "e_above_lowest_kj_mol": 0.0, "fmax_ev_per_a": 10.5, "species": ["F", "O", "Co", "Li", "C", "C", "H", "F", "H"], "positions_angstrom": [[-2.6240, 1.9140, -0.4102], [-0.1881, -0.6931, -0.7946], [-1.5622, 0.7031, -0.9471], [-3.4765, 3.0899, 0.5424], [1.1080, -0.7354, -0.3545], [1.5187, -1.2190, 0.7956], [2.5644, -1.0094, 1.0459], [1.8564, -0.4886, -1.4172], [0.8032, -1.5615, 1.5398]], "forces_ev_per_angstrom": [[-1.576, 1.738, 0.763], [2.424, 1.114, 2.511], [2.847, -3.134, -0.911], [-0.416, 0.444, 0.196], [-5.858, 0.904, -8.607], [2.039, -0.345, 4.082], [-0.230, -0.581, 0.121], [0.536, -0.008, 2.036], [0.235, -0.133, -0.190]]}

---

[2]
{"formula": "C12H30F6O11S2Sn", "method": "ωB97M-V with the def2-TZVPD basis set", "orbital_gap_ha": 0.0884, "homo_ev": -8.8715, "fmax_ev_per_a": 3.8, "species": ["Sn", "C", "F", "F", "F", "S", "O", "O", "O", "C", "F", "F", "F", "S", "O", "O", "O", "C", "C", "O", "H", "H", "H", "H", "H", "H", "C", "C", "O", "H", "H", "H", "H", "H", "H", "C", "C", "O", "H", "H", "H", "H", "H", "H", "C", "C", "O", "H", "H", "H", "H", "H", "H", "C", "C", "O", "H", "H", "H", "H", "H", "H"], "positions_angstrom": [[2.4683, -4.1514, -3.5637], [0.2646, -0.1672, 1.8037], [-0.2410, -1.3422, 1.9539], [-0.3520, 0.7713, 2.6254], [1.5571, -0.2578, 2.1878], [0.0250, 0.2323, -0.0809], [-1.3912, 0.5167, -0.3757], [0.9640, 1.3208, -0.3759], [0.3502, -0.9673, -0.8254], [6.8088, 1.7609, -5.3134], [6.2051, 1.6409, -6.4556], [7.8692, 1.0242, -5.2388], [7.2804, 3.0353, -5.3371], [5.5914, 1.3031, -3.8517], [4.5199, 2.2703, -4.0751], [5.0735, -0.0683, -3.9615], [6.3939, 1.5282, -2.6121], [0.6279, -0.6326, 7.4516], [-0.6007, -0.1399, 8.1700], [-1.6262, 0.1393, 7.2394], [0.7757, 0.2047, 6.7695], [0.3453, -1.5533, 6.9412], [1.4816, -0.9352, 8.0580], [-0.3572, 0.7923, 8.6798], [-0.9786, -0.8861, 8.8689], [-1.4290, -0.4468, 6.5051], [7.4812, -2.5076, -0.2523], [6.1346, -2.3386, 0.5416], [5.5794, -3.6332, 0.4210], [7.3339, -2.8824, -1.2652], [8.1521, -3.2862, 0.1107], [8.0893, -1.6294, -0.4689], [5.4903, -1.6959, -0.0583], [6.1049, -1.7586, 1.4641], [5.5215, -3.9332, 1.3311], [-4.9082, 1.4861, 3.6054], [-4.7700, 2.9632, 4.1088], [-4.4869, 3.0110, 5.5461], [-5.7777, 0.9889, 4.0353], [-3.9944, 0.9016, 3.7123], [-5.2358, 1.5255, 2.5666], [-5.8427, 3.1420, 4.0347], [-4.1605, 3.6051, 3.4727], [-3.8557, 2.3101, 5.7248], [-3.3987, -3.0679, -6.1547], [-2.9672, -3.2920, -4.7588], [-2.3813, -4.5084, -4.5379], [-4.4825, -3.1829, -6.1740], [-3.0333, -3.7881, -6.8868], [-3.1682, -2.0764, -6.5445], [-3.9171, -3.3192, -4.2249], [-2.3628, -2.4447, -4.4349], [-3.0561, -5.1909, -4.5597], [-5.2617, 3.0416, -3.0015], [-3.9486, 3.8445, -2.7124], [-2.9341, 3.0975, -3.2854], [-6.0886, 3.2604, -2.3258], [-5.0362, 2.0302, -2.6637], [-5.6294, 3.0399, -4.0276], [-3.6815, 4.1390, -1.6975], [-4.1921, 4.8250, -3.1214], [-2.9419, 2.3316, -2.7067]], "forces_ev_per_angstrom": [[-0.043, 0.827, 0.357], [0.412, 2.144, -0.510], [-1.255, -1.517, 0.848], [0.794, -1.535, -1.291], [-0.654, 0.549, -0.496], [-0.160, 2.746, -1.729], [1.191, 0.010, 1.541], [-1.053, -1.095, 1.051], [0.785, -1.701, 0.322], [-0.506, 1.512, 1.450], [-0.988, -1.007, -1.387], [1.316, -1.716, -0.066], [-0.678, -0.110, 1.078], [0.000, 1.904, 1.825], [0.813, -0.509, 0.033], [1.016, 0.137, -0.486], [-1.103, -0.639, -2.450], [-0.603, -0.108, -0.193], [0.054, -0.190, 0.975], [0.029, 0.067, -0.341], [0.983, -0.460, -0.389], [0.044, 0.031, -0.521], [0.005, 0.639, 0.138], [-0.215, -0.056, 0.249], [0.068, 0.076, 0.389], [-0.392, 0.021, -0.356], [0.397, 0.493, -0.033], [1.262, 0.920, -3.472], [-0.861, -0.388, 1.708], [-0.949, 0.016, -0.079], [-0.116, 0.125, 0.833], [-0.178, 0.380, 0.620], [0.054, 0.169, -0.363], [0.540, -1.073, 0.693], [-0.241, -0.631, -0.038], [0.379, 0.798, -0.316], [-1.685, -2.401, 1.156], [0.021, 0.246, -1.558], [0.334, 0.016, 0.763], [-0.086, -0.157, -0.111], [0.596, 0.053, -0.375], [0.166, 1.516, 0.028], [0.112, -0.055, 0.326], [0.204, -0.032, 0.110], [-0.937, 0.256, -1.960], [-1.630, 1.209, 0.471], [1.886, -1.794, 0.432], [-0.093, 0.166, -0.402], [0.384, -0.107, 0.179], [0.002, 0.031, 0.090], [0.200, 0.706, 0.785], [0.289, -0.450, 0.457], [0.043, 0.003, -0.021], [0.236, -0.330, 2.158], [-2.619, 0.639, -0.535], [0.971, 0.294, -0.433], [-0.178, 0.662, -0.101], [-0.028, -0.449, -0.498], [0.486, 0.184, 0.034], [-0.548, -0.726, 0.563], [1.078, 0.114, -0.961], [0.648, -0.425, -0.189]]}

---

[3]
{"formula": "C15H9FeNO4S2Te", "method": "ωB97M-V with the def2-TZVPD basis set", "multiplicity": 5, "total_charge": -2, "orbital_gap_ha": [0.1558, 0.1553], "homo_ev": [-0.0986, -0.0924], "fmax_ev_per_a": 2.9, "species": ["Fe", "O", "C", "O", "C", "O", "O", "S", "C", "C", "C", "C", "C", "C", "C", "C", "C", "N", "H", "H", "H", "H", "H", "H", "Te", "C", "C", "C", "C", "S", "H", "H", "H"], "positions_angstrom": [[0.2783, -0.2081, -1.0020], [-0.3178, 2.8353, -3.6538], [-0.0623, 1.8586, -2.9626], [0.2140, 1.8484, -1.6866], [-0.1175, 0.4937, -3.6352], [0.0602, 0.3685, -4.8388], [-0.2456, -0.4877, -2.7508], [2.1535, -1.6214, 2.9040], [0.5179, -1.0841, 3.2699], [-0.1848, -0.7060, 2.1862], [0.5543, -0.7858, 0.9724], [1.8212, -1.2683, 1.2341], [2.7604, -1.4057, 0.1216], [3.9908, -2.0499, 0.1914], [4.8396, -2.0369, -0.9739], [4.2806, -1.5139, -2.1271], [2.9971, -0.9754, -2.2086], [2.2289, -0.9721, -1.1019], [0.1567, -0.9926, 4.3215], [-1.2187, -0.4316, 2.2841], [4.2859, -2.5582, 1.1412], [5.8562, -2.3779, -0.9047], [4.8232, -1.5974, -3.0729], [2.5329, -0.7568, -3.1720], [-2.1258, 1.7354, -0.3225], [-3.6977, 1.4385, 0.9685], [-4.7351, 2.3701, 1.0151], [-5.6262, 2.2845, 2.1403], [-5.2515, 1.2333, 2.9337], [-3.9426, 0.2832, 2.3043], [-4.7490, 3.1337, 0.2749], [-6.4783, 2.9549, 2.2004], [-5.5989, 0.9915, 3.9500]], "forces_ev_per_angstrom": [[-1.034, 1.465, 1.432], [0.223, 0.235, 0.154], [-0.229, 1.142, 0.974], [0.624, -0.456, -1.492], [0.615, -1.366, 0.477], [-0.305, -0.339, 0.507], [-0.223, -0.078, -2.743], [-0.888, 0.475, 0.128], [0.358, -0.142, 1.843], [0.219, -0.351, 0.009], [0.382, -0.375, 0.092], [-0.353, 0.359, -0.971], [-0.876, -0.425, -1.250], [1.400, 0.034, -0.686], [-2.298, 0.476, 1.712], [1.019, -0.062, -1.368], [-0.451, -1.546, 1.907], [1.956, 0.207, 0.245], [0.523, -0.381, -0.940], [-0.172, 0.383, -0.197], [-0.118, 0.695, -0.889], [0.149, -0.346, -0.226], [0.098, 0.227, 0.324], [0.003, 0.337, 0.411], [0.669, -0.525, -0.230], [-1.726, 0.339, 0.846], [0.347, -1.102, 0.845], [1.139, -0.667, -1.026], [-0.819, -0.261, 1.312], [0.007, 1.628, -0.705], [-0.190, 0.542, -0.395], [0.128, -0.142, 0.622], [-0.176, 0.019, -0.722]]}

---

Question: What is the formula in the first record?
Answer: C2H2CoF2LiO